ORCA calculation (wB97M-V/def2-TZVPD) on a cluster of 15 separate species, C60H165N15O15 in total in a non-equilibrium geometry.

Structure (XYZ):
```
255
C60H165N15O15, DFT wB97M-V/def2-TZVPD
O 5.65886 -2.11076 -0.94634
O 5.05404 1.81714 -3.55319
O 0.78057 -1.71208 -7.94324
O 1.21336 4.56292 0.10686
O 3.48403 -5.66668 0.29389
O -0.23402 5.00109 -6.35281
O -2.41303 1.34093 -4.36876
O -3.38772 5.13979 2.98118
O -2.12043 -3.29226 4.09296
O 0.13826 -8.11250 -4.98849
O -6.81077 -0.86625 0.73675
O -0.85293 3.62089 8.68481
O -0.87021 -0.12785 0.66283
O 5.67491 -0.68262 4.69443
O -5.28607 1.97927 5.33342
N 3.78316 -4.04981 -1.99260
N 2.28223 3.35302 -6.28090
N -3.70394 3.26948 -2.39543
N 3.21546 0.54523 2.15659
N 0.71793 3.10253 6.38175
N -8.60383 2.03306 3.68840
N -5.68775 5.49155 0.05866
N 2.26905 3.41121 3.38843
N 1.19968 -0.72975 -2.26749
N 3.60224 0.03585 -0.62727
N -5.57728 -3.23811 2.52156
N 2.11207 -5.08969 -4.20609
N -5.91025 2.54468 -0.42413
N 5.79934 -8.59143 0.07643
N 0.38578 -2.46345 -4.37369
C 5.18404 0.06449 3.60741
C -2.05071 1.50788 -3.01978
C 4.59099 0.80828 -2.69181
C 7.08107 -0.57284 4.95711
C 0.58350 -2.39636 -0.74819
C -1.14852 6.02337 -6.12379
C 5.92744 -3.48125 -0.98339
C -4.50308 5.90617 0.86727
C 0.20200 -1.02428 -1.24523
C 5.43748 -3.51466 -3.56155
C 1.25795 5.59725 3.12305
C -2.12631 5.09458 2.35773
C 2.39399 -1.61031 -5.38217
C 6.30796 -1.49463 0.14286
C 2.13754 4.14361 1.08221
C 1.49704 -6.37794 -3.93197
C 0.85672 -1.68407 -5.46729
C 0.57243 -0.33621 -8.14084
C -7.70849 1.89657 4.80777
C 0.21008 0.06577 -0.17627
C -2.57368 -0.08490 -4.60072
C 1.71645 5.05783 -1.10895
C 0.72735 -6.29335 -2.61070
C -4.42876 0.96167 0.48722
C -0.04154 0.90208 6.00150
C 5.24828 -4.17422 -2.19246
C -0.63217 -8.53954 -6.08111
C 0.59968 -6.79950 -5.14747
C 2.81612 -5.03327 1.31364
C 1.48812 4.17353 2.44994
C -6.31625 2.52721 4.43369
C -0.36333 2.19336 6.61090
C -4.51644 -1.50495 3.99702
C -2.28353 2.97313 -2.45705
C -3.37814 -3.76763 3.66106
C 5.07260 -7.41532 -0.39333
C -1.37768 3.65121 10.02512
C 0.34326 -2.33595 -6.79947
C -4.27571 -2.65842 2.96435
C 5.15816 1.41693 -4.89902
C -7.77026 0.43970 5.24611
C -7.86798 -1.42814 1.54320
C -0.74194 2.25786 8.14992
C 4.33867 -6.73464 0.74696
C -4.66603 7.40125 1.32508
C -3.96501 2.38113 4.98029
C 4.09169 -7.96767 -1.49309
C -1.68836 3.19671 -1.04399
C 3.86025 1.29232 -1.34468
C -1.19197 -3.03708 3.09784
C -5.76895 1.14053 -0.15937
C 3.32028 -1.68575 2.74013
C 0.34970 4.31030 -5.18298
C 1.40432 2.13280 -4.29656
C 3.70899 -0.25954 3.20499
C -6.88897 0.57730 0.66350
C -4.44479 4.91829 2.09302
C -0.74533 0.63129 1.90700
C 4.79601 2.15944 -0.47075
C 1.05206 3.00293 -5.57935
H -1.95892 2.43313 -0.31472
H 7.11300 0.46381 5.29241
H 3.60705 -4.60529 -1.16766
H 0.66470 -3.37748 -6.79780
H -0.42236 -0.00137 -7.84695
H -4.16146 3.12074 -3.28349
H -1.80626 5.76715 -5.29324
H -7.70641 -1.15757 2.58665
H 2.16163 6.19244 3.25423
H 2.62451 -4.86060 -3.36644
H 5.95787 -0.48374 0.35173
H -7.57185 -0.23812 4.41588
H 0.64175 6.24752 2.50212
H 1.15388 0.03636 0.36823
H 0.69521 -1.92184 -3.57933
H 5.82956 -6.73750 -0.78787
H -0.26881 -2.79416 -0.19735
H 2.85058 -2.58556 -5.55104
H -1.72204 0.75786 2.37403
H 0.84908 0.38297 6.35565
H 5.50623 -4.06622 -0.16578
H -0.25368 -2.72798 3.55845
H 0.07243 1.06572 -0.58767
H -3.76112 2.16028 3.93256
H 1.85509 1.18310 -4.58464
H -1.55830 -2.24983 2.43895
H -8.91510 -1.13403 1.47152
H -3.85089 3.45949 5.09076
H -2.76991 -0.31751 -5.64737
H -2.11699 4.08632 -0.58252
H 6.58426 -8.55332 -0.55804
H -6.32630 3.61408 4.51573
H -0.54541 1.67466 1.66305
H -3.64980 5.88459 0.18938
H 5.77201 1.73893 -0.22851
H 3.95150 0.11367 -3.23648
H -6.89326 0.99249 1.67131
H 5.77356 -0.27846 2.75715
H -1.88450 4.09598 1.99385
H -0.75533 -1.05213 -1.76565
H -4.35615 3.88771 1.74931
H 4.31734 2.35918 0.48794
H 3.56787 -1.93919 1.70932
H 6.49234 -3.60040 -3.82232
H -7.86744 -2.50312 1.36289
H 5.92598 -1.99044 1.03525
H -1.01730 -3.95667 2.53931
H 2.29463 5.98027 -1.05507
H 6.30024 -8.29144 0.90057
H 5.45063 2.19269 -5.60667
H 2.89785 1.78092 -1.49693
H 5.45564 0.21207 -2.40023
H -1.02833 1.15730 -2.87860
H -0.81727 0.13684 5.97403
H 1.14185 -6.63378 -6.07844
H -8.78185 0.15728 5.53774
H 2.80408 -1.36525 -4.40244
H -1.99227 5.84220 1.57593
H -4.30472 1.54106 1.40210
H 2.64066 -5.21908 -5.05695
H 2.13295 -4.26519 0.95110
H 1.36560 -6.47938 -1.74692
H -7.05249 0.30493 6.05526
H 1.10500 4.91133 -4.67664
H -3.23395 1.90454 5.63338
H -1.60645 -8.05373 -6.13462
H 1.48809 -2.27586 -0.15212
H -1.35498 4.71517 10.26088
H 0.12533 0.93226 4.92477
H -0.06726 1.71862 8.81484
H 0.58909 3.73659 7.15729
H 3.66124 -7.47076 1.17976
H 3.61936 -4.48519 1.80610
H -1.82633 6.29454 -6.93319
H -5.79068 0.61895 -1.11623
H 2.79764 4.05011 -5.76270
H 1.58188 2.66330 6.66598
H -3.86618 -4.16147 4.55258
H -8.00549 2.43504 5.70774
H 2.05734 -0.65831 -1.73890
H -2.36919 3.25260 10.23984
H 4.99968 -6.44057 1.56225
H -3.93489 4.24563 -2.27752
H 3.17548 3.82391 3.55627
H 7.59962 -0.62080 3.99956
H 2.27847 -7.12663 -3.80184
H 2.36417 4.33645 -1.60712
H -4.64948 8.07273 0.46663
H 0.41391 2.36360 -6.18937
H 0.39717 -0.69630 -5.43242
H -5.41525 4.97568 2.58599
H -6.05566 -2.52140 1.99470
H -3.54104 -1.09811 4.26378
H -5.04413 2.66709 -0.92905
H -3.89782 7.68604 2.04400
H -1.26324 2.55137 6.11081
H -3.80665 -2.20966 2.08873
H 2.74118 -0.86978 -6.10270
H 0.84025 5.61872 4.12960
H -0.71076 3.10983 10.69610
H -5.53550 7.61252 1.94757
H -6.55513 5.66516 0.54611
H -5.98159 2.30456 3.42051
H -0.17416 -8.43196 -7.06434
H 2.43967 3.11159 0.90403
H 3.67653 -3.08399 -1.71705
H 7.39605 -1.55912 0.14564
H 3.21485 -8.39944 -1.01056
H 1.07470 0.23138 -2.55160
H -0.74304 -2.42245 -6.82355
H -5.75730 4.49027 -0.05406
H -4.22535 -0.09499 0.66097
H -0.43346 4.03398 -4.47699
H -1.38028 5.26145 3.13472
H 2.07689 3.74316 -7.18959
H 0.90757 5.30747 -1.79559
H 1.35285 0.16493 -7.56821
H -1.76919 -0.73366 -4.25430
H 4.46724 -0.47984 -0.55025
H 0.55570 2.05298 -3.61717
H 3.20744 0.04923 4.12216
H 4.59492 -8.71424 -2.10750
H 3.74321 -7.26933 -2.25400
H -1.72618 1.79305 8.20766
H 5.57754 -5.21090 -2.26311
H 0.69023 -0.15217 -9.20872
H -0.26669 -6.15982 -5.31570
H 2.23856 -1.81379 2.78009
H -3.52868 -0.25506 -4.10361
H 5.32481 -2.43432 -3.47067
H 3.09142 1.48443 2.50675
H 0.82138 -3.37466 -4.36715
H -8.23730 1.37329 3.01725
H -9.49896 1.58562 3.82500
H 3.43134 0.29631 0.33349
H -6.63992 2.62252 -1.11812
H 4.84535 -3.85659 -4.41041
H -3.62419 1.36006 -0.13089
H -7.81917 0.83465 0.15694
H -0.62896 3.42860 -1.15351
H -0.65347 6.95233 -5.84083
H 0.83414 -3.09226 -1.54882
H 2.41539 -5.66408 2.10712
H 0.08901 -5.42342 -2.45622
H -1.83738 3.69121 -3.14510
H -0.01542 0.30037 2.64579
H 7.43540 -1.25985 5.72560
H 4.22399 1.02798 -5.30416
H -5.16729 -1.70716 4.84767
H -0.85849 -9.59467 -5.92758
H -2.51884 0.81099 -2.32458
H -3.16052 -4.63858 3.04285
H 5.02432 3.11996 -0.93268
H 3.07266 4.69642 1.17201
H 6.99520 -3.69761 -0.94919
H 0.04507 -7.14280 -2.64271
H 2.19111 2.61369 -3.71535
H -5.43434 -3.95182 1.82135
H 3.82183 -2.44655 3.33824
H 2.28093 0.20653 1.97762
H 5.94987 0.66849 -4.86526
H 5.35708 1.13245 3.74017
H -5.11527 -0.77417 3.45345
H 0.52010 3.67377 2.41420
H 1.78946 3.39470 4.27715
```

Values from the calculation:
relative energy (zero: lowest compared OMol25 entry of this formula, charge and spin): 145.4 kcal/mol
frontier orbital gap: 8.1 eV